The following is a quantum chemistry calculation of C10H19N3O5SW as an isolated structure, from the Open Molecules 2025 dataset.

Each line ends with the Löwdin charge.
Positions of all 39 atoms, in Å:
1 W -0.22405 -1.16784 -0.41581  1.94
2 N 3.66916 -0.55639 -0.86960  0.07
3 C 3.42021 -1.68125 -1.78776  -0.11
4 C 1.93373 -1.72142 -1.61871  -0.39
5 O 1.41272 -2.27912 -0.55708  -0.11
6 N 0.95842 -1.05433 -2.23110  -0.08
7 C 1.17702 -0.28188 -3.43588  -0.03
8 C 0.88802 -1.09868 -4.67066  0.17
9 O 0.67888 -1.68897 -5.58189  0.49
10 O -1.46585 -1.96926 -1.12839  -0.22
11 H 4.26222 0.15140 -1.28925  0.11
12 H 4.12032 -0.87098 -0.01725  0.12
13 H 3.85980 -2.63233 -1.48498  0.16
14 H 3.73047 -1.46979 -2.81058  0.14
15 H 2.19896 0.08632 -3.58741  0.17
16 H 0.48990 0.56560 -3.51694  0.16
17 O -0.65904 0.62873 -0.31497  -0.66
18 S -0.84029 2.25309 -0.63532  1.23
19 C -2.62873 2.54586 -0.49099  -0.26
20 C -2.88113 2.92082 0.96533  -0.19
21 C -1.70325 3.79787 1.37133  -0.18
22 C -0.42530 3.05377 0.95822  -0.24
23 H -3.16638 1.69252 -0.90776  0.12
24 H -2.76275 3.39798 -1.17138  0.13
25 H -2.95722 2.02901 1.59028  0.13
26 H -3.82955 3.45477 1.03488  0.15
27 H -1.66345 3.98306 2.44517  0.15
28 H -1.75076 4.76963 0.87749  0.14
29 H -0.18224 2.23093 1.63480  0.11
30 H 0.45632 3.67167 0.78896  0.12
31 C -1.12120 -1.74821 3.64356  0.08
32 C -0.53268 -2.45677 2.49188  -0.34
33 N -0.19981 -3.69752 2.50788  0.34
34 O -0.32566 -1.75754 1.36669  -0.19
35 H -1.26151 -2.41555 4.49182  0.13
36 H -2.08691 -1.32713 3.35293  0.13
37 H -0.45820 -0.92953 3.93650  0.13
38 H -0.34310 -4.25035 3.35222  0.19
39 H 0.21291 -4.17817 1.71377  0.18

Cartesian forces (eV/Å) of the 2 atoms listed first:
W 0.37 -0.32 0.18
N 0.02 -0.15 -0.14

## Properties
Charge: +4
HOMO: -22.64 eV
Energy above the lowest of the compared OMol25 structures with the same formula, charge and spin: 0.0 kcal per mole

---

The following is a quantum chemistry calculation of a 2-piece molecular cluster, C10H16 overall at a distorted geometry, from the Open Molecules 2025 dataset.

Each line ends with the Löwdin charge.
Positions of all 26 atoms, in Å:
1 C 0.49760 1.84754 1.81385  -0.05
2 C -0.67914 0.97473 1.45941  -0.29
3 C -1.48097 1.17405 0.32755  -0.07
4 C -0.99153 -0.11399 2.29686  -0.06
5 C -2.44223 0.22851 -0.01326  -0.12
6 C -2.19061 -0.77730 2.09421  -0.09
7 C -2.86037 -0.76427 0.86220  -0.09
8 H 0.33172 2.10501 2.85332  0.07
9 H 0.39843 2.80529 1.31923  0.08
10 H -1.32727 2.03397 -0.33229  0.11
11 H -0.26707 -0.40454 3.03165  0.11
12 H -2.96110 0.41257 -0.96322  0.11
13 H -2.49709 -1.51485 2.84142  0.10
14 H -3.73929 -1.31819 0.54899  0.10
15 H 1.40536 1.25015 1.83494  0.08
16 C 1.56001 -1.14803 -1.45155  -0.31
17 C 0.63718 -0.69973 -2.64938  -0.09
18 C 2.92036 -0.45033 -1.38104  -0.13
19 H 0.97052 -0.90720 -0.52945  0.09
20 H 1.63446 -2.23109 -1.39008  0.09
21 H 1.20052 -0.12127 -3.37079  0.06
22 H -0.04566 -0.02912 -2.11102  0.05
23 H 3.19691 -0.35282 -0.33737  0.06
24 H 3.61519 -0.96284 -2.02990  0.06
25 H 0.22368 -1.62924 -2.99766  0.06
26 H 2.89036 0.59297 -1.72663  0.07

Cartesian forces (eV/Å) of the 2 atoms listed first:
C -1.44 -0.33 0.99
C -0.19 -0.59 -0.37

## Properties
Charge: 0
Structure (SMILES): Cc1ccccc1.CCC
HOMO: -8.97 eV
Energy above the lowest of the compared OMol25 structures with the same formula, charge and spin: 28.0 kcal per mole

---

The following is a quantum chemistry calculation of a 2-piece molecular cluster, C6H9NO overall at a distorted geometry, from the Open Molecules 2025 dataset.

Each line ends with the Löwdin charge.
Positions of all 17 atoms, in Å:
1 C 1.84730 1.29068 -0.38912  -0.08
2 C 1.16570 0.80953 -1.48148  -0.13
3 N 0.24761 -0.10625 -1.05708  0.04
4 C 0.48928 -0.41575 0.29655  -0.29
5 C 1.42874 0.49599 0.72082  -0.05
6 C -1.47018 -1.93359 0.58125  0.00
7 C -0.32201 -1.41731 0.98453  -0.13
8 H 2.44465 2.18248 -0.47087  0.09
9 H 1.40732 0.95476 -2.51460  0.11
10 H -0.04979 -0.80721 -1.71353  0.15
11 H 1.79555 0.54582 1.73376  0.11
12 H -1.97442 -1.66689 -0.33962  0.05
13 H -2.02292 -2.64303 1.18181  0.05
14 H 0.16032 -1.70382 1.91200  0.11
15 H -2.45868 1.15061 0.10145  0.03
16 H -0.90858 1.48911 0.08001  -0.01
17 O -1.77990 1.77485 0.37412  -0.05

Cartesian forces (eV/Å) of the 2 atoms listed first:
C -0.63 -0.26 -0.54
C 0.31 0.38 0.72

## Properties
Charge: 0
Structure (SMILES): C=Cc1ccc[nH]1.O
HOMO: -8.20 eV
Energy above the lowest of the compared OMol25 structures with the same formula, charge and spin: 24.9 kcal per mole

---

The following is a quantum chemistry calculation of an isolated ion of composition C3H8Cl3N5 and charge +2 at a distorted geometry, from the Open Molecules 2025 dataset.

Each line ends with the Löwdin charge.
Positions of all 19 atoms, in Å:
1 C -1.69570 0.23132 0.27904  -0.70
2 C 0.08085 1.58127 0.94821  -0.50
3 C 0.44604 -0.66645 -0.18496  -0.54
4 N -1.28449 1.32533 0.72923  0.08
5 N -0.88205 -0.94275 0.12772  -0.10
6 N 0.89186 0.40940 0.65329  -0.15
7 N -1.54584 -1.98026 -0.60700  0.25
8 N 2.21931 0.77092 0.33811  0.14
9 Cl -3.37789 0.06898 0.03245  0.93
10 Cl 0.63888 2.83020 -0.37179  0.67
11 Cl 0.54968 -0.31372 -2.05090  0.64
12 H 0.11695 2.11769 1.85346  0.13
13 H 1.26273 -1.50886 -0.24158  0.17
14 H -1.78156 -2.72153 -0.02553  0.16
15 H -0.82146 -2.26109 -1.24483  0.14
16 H -2.48456 -1.56122 -0.95538  0.14
17 H 2.52557 1.76921 0.63516  0.19
18 H 2.33146 0.79376 -0.72931  0.14
19 H 2.81023 0.05780 0.81462  0.21

Cartesian forces (eV/Å) of the 2 atoms listed first:
C -0.04 0.82 1.21
C -1.11 0.19 -3.63

## Properties
Charge: +2
Structure (SMILES): [NH3+]N1C(Cl)=N[C@H](Cl)N([NH3+])[C@@H]1Cl
HOMO: -18.48 eV
Energy above the lowest of the compared OMol25 structures with the same formula, charge and spin: 0.0 kcal per mole

---

The following is a quantum chemistry calculation of a 2-piece molecular cluster, C18H33Br2N2O5 overall at a distorted geometry, from the Open Molecules 2025 dataset.

Each line ends with the Löwdin charge.
Positions of all 60 atoms, in Å:
1 C 3.13597 2.50830 3.17887  -0.02
2 C 4.25524 1.83663 2.14270  -0.27
3 O 5.22008 1.06817 2.69841  -0.06
4 O 4.14017 2.15669 0.71171  -0.10
5 C 5.28776 1.66193 -0.06781  -0.20
6 C 5.28129 0.04655 -0.35578  -0.19
7 C 3.79407 -0.41328 -0.87196  -0.21
8 C 3.29404 -1.68652 0.04952  -0.21
9 C 2.34119 -2.61827 -0.90675  -0.23
10 C 0.83353 -2.89607 -0.32746  -0.20
11 C 0.04152 -1.50472 0.15796  -0.19
12 C -0.48020 -0.60941 -1.14448  -0.24
13 N -1.22207 0.64715 -0.80888  -0.19
14 C -1.97403 0.64297 0.47166  -0.28
15 N -1.03888 1.15574 1.59177  0.02
16 C -3.27433 1.66885 0.58204  -0.41
17 O -3.25601 2.83526 1.27671  -0.18
18 O -4.60377 1.34592 -0.03574  -0.32
19 C -1.85811 1.34487 -1.96855  -0.59
20 Br -1.15254 0.74052 -3.79419  0.59
21 C -1.52037 2.98613 -1.98795  -0.69
22 C -0.46681 3.43281 -0.79636  -0.16
23 Br -3.22756 4.10440 -1.98473  0.57
24 H 2.81187 3.59687 2.81124  0.10
25 H 3.63880 2.60831 4.23778  0.09
26 H 2.20575 1.78615 3.19461  0.09
27 H 6.32781 1.92424 0.43703  0.14
28 H 5.24894 2.20847 -1.12776  0.14
29 H 5.62947 -0.51682 0.61328  0.11
30 H 6.05262 -0.22129 -1.22636  0.12
31 H 3.91756 -0.75916 -2.00464  0.11
32 H 2.98190 0.43123 -0.86701  0.11
33 H 4.28088 -2.30978 0.29961  0.11
34 H 2.82557 -1.38743 1.07988  0.11
35 H 2.31589 -2.23792 -2.03782  0.11
36 H 2.87501 -3.68428 -0.96762  0.11
37 H 0.79351 -3.69851 0.55471  0.12
38 H 0.19465 -3.32122 -1.22635  0.11
39 H 0.74223 -0.81221 0.79965  0.09
40 H -0.82300 -1.87318 0.85292  0.10
41 H -1.09568 -1.39533 -1.79964  0.12
42 H 0.54362 -0.29785 -1.67698  0.11
43 H -2.43644 -0.41810 0.76777  0.15
44 H -0.15053 1.36937 1.08246  0.05
45 H -0.83881 0.28597 2.16816  0.07
46 H -3.02782 1.14127 -2.10296  0.11
47 H -0.98447 3.30904 -3.00552  0.06
48 H -0.18365 4.56722 -1.03632  0.08
49 H -0.92483 3.44094 0.27893  0.07
50 H 0.56679 2.84708 -0.87199  0.08
51 C -5.08919 -2.46167 1.41320  -0.03
52 C -5.21276 -2.86182 -0.03268  -0.49
53 O -4.22556 -3.17962 -0.69388  0.03
54 C -6.59089 -2.85817 -0.63821  -0.03
55 H -4.03741 -2.51069 1.71471  0.07
56 H -5.44380 -1.43656 1.54657  0.09
57 H -5.66489 -3.14813 2.03918  0.08
58 H -7.01242 -1.85070 -0.59628  0.09
59 H -7.23350 -3.56227 -0.10366  0.08
60 H -6.52733 -3.16813 -1.68670  0.08

Cartesian forces (eV/Å) of the 2 atoms listed first:
C 0.37 0.25 -1.16
C 3.48 -2.40 2.39

## Properties
Charge: -1
HOMO: -4.21 eV

---

The following is a quantum chemistry calculation of C7H18NO3P as an isolated structure at a distorted geometry, from the Open Molecules 2025 dataset.

Each line ends with the Löwdin charge.
Positions of all 30 atoms, in Å:
1 C 2.48310 -0.39920 1.92432  -0.11
2 C 0.40244 -2.36914 0.35944  -0.06
3 C 2.05199 2.54652 -0.91497  -0.25
4 C -1.89979 -0.80413 -0.60550  -0.17
5 C -0.55294 -0.18302 -0.14444  -0.19
6 C -2.95743 0.27170 -0.91400  -0.25
7 C 0.62796 -1.10304 -0.40562  -0.63
8 N -3.42756 0.80892 0.42686  -0.02
9 O 3.42067 -0.58957 -0.73591  -0.29
10 O 0.72154 -1.35400 -1.81091  -0.04
11 O 1.70033 1.85202 0.24454  -0.35
12 P 2.24356 -0.30875 0.09089  0.92
13 H 2.27107 -1.46190 2.08612  0.05
14 H 3.37385 -0.07011 2.24991  0.02
15 H 1.37692 -2.99637 0.57507  0.14
16 H -0.21204 -2.98083 -0.12410  0.04
17 H -0.09587 -2.16239 1.27626  0.09
18 H 3.10972 2.98343 -0.77699  0.09
19 H 1.36903 3.45904 -0.98835  0.10
20 H 2.10635 1.87340 -1.68233  0.02
21 H -1.67912 -1.16558 -1.55801  0.09
22 H -2.07901 -1.54292 0.12884  0.10
23 H -0.56964 0.04619 0.92105  0.11
24 H -0.27088 0.83293 -0.45431  0.11
25 H -3.72277 -0.28757 -1.48070  0.10
26 H -2.65566 1.05544 -1.55285  0.09
27 H 1.65924 0.06102 2.35584  0.03
28 H -3.75282 1.77739 0.27187  0.06
29 H -2.59404 0.66916 1.09174  0.08
30 H 1.64896 -1.74029 -1.83473  0.11

Cartesian forces (eV/Å) of the 2 atoms listed first:
C -2.94 -2.79 -3.30
C 4.62 0.06 2.37

## Properties
Charge: 0
HOMO: -9.15 eV
Energy above the lowest of the compared OMol25 structures with the same formula, charge and spin: 80.7 kcal per mole

---

The following is a quantum chemistry calculation of one molecule with the formula CH3IO2S at a distorted geometry, from the Open Molecules 2025 dataset.

Each line ends with the Löwdin charge.
Positions of all 8 atoms, in Å:
1 C 0.56971 -0.81789 -0.14067  -0.24
2 O -0.15810 1.35539 1.78649  -0.49
3 O -1.84414 0.06729 0.12163  -0.42
4 S -0.52414 0.53938 0.20770  0.29
5 I -0.12949 2.02424 -1.59964  0.65
6 H 0.34915 -1.41548 0.71988  0.06
7 H 0.15359 -1.29438 -1.07149  0.09
8 H 1.58342 -0.45855 -0.02390  0.07

Cartesian forces (eV/Å) of the 2 atoms listed first:
C -0.87 0.30 -0.07
O -0.88 -3.39 -6.66

## Properties
Charge: 0
Structure (SMILES): CS(=O)(=O)I
HOMO: -10.11 eV
Energy above the lowest of the compared OMol25 structures with the same formula, charge and spin: 49.4 kcal per mole

---

The following is a quantum chemistry calculation of one molecule with the formula C12H16BrNO2, from the Open Molecules 2025 dataset.

Each line ends with the Löwdin charge.
Positions of all 32 atoms, in Å:
1 C -0.58732 4.48386 -0.90331  -0.09
2 H -0.13060 4.61095 0.07539  0.07
3 H -0.88286 5.46023 -1.28033  0.07
4 H -1.47831 3.87144 -0.78592  0.07
5 C 0.39586 3.81368 -1.86515  -0.22
6 C 0.80705 2.46871 -1.34050  -0.25
7 C 1.89420 2.32516 -0.48639  -0.03
8 C 2.21881 1.09345 0.03398  0.01
9 C 1.48850 -0.06072 -0.26913  -0.31
10 C 0.41978 0.09110 -1.14882  -0.54
11 C 0.08122 1.33441 -1.65887  -0.09
12 H -0.76432 1.41093 -2.32745  0.10
13 Br -0.67091 -1.35416 -1.76911  0.84
14 O 1.99785 -1.19498 0.28861  -0.03
15 C 1.17961 -2.29410 0.61361  -0.15
16 C -0.12823 -1.85092 1.27825  -0.50
17 O -0.28661 -0.69992 1.63829  0.07
18 N -1.05791 -2.81316 1.44556  -0.16
19 C -0.91556 -4.16655 0.96455  -0.06
20 H -1.68840 -4.77799 1.42625  0.09
21 H 0.05554 -4.57916 1.23614  0.09
22 H -1.03660 -4.21758 -0.12213  0.08
23 C -2.35931 -2.44458 1.95762  -0.04
24 H -2.32578 -1.39409 2.23904  0.09
25 H -2.60545 -3.04726 2.83346  0.09
26 H -3.12283 -2.58939 1.19031  0.09
27 H 0.99095 -2.92477 -0.26179  0.09
28 H 1.76974 -2.86884 1.33637  0.14
29 H 3.05438 0.97537 0.70562  0.12
30 H 2.48592 3.18842 -0.22026  0.12
31 H 1.27722 4.44765 -1.98015  0.11
32 H -0.07563 3.70280 -2.84372  0.11

Cartesian forces (eV/Å) of the 2 atoms listed first:
C 0.10 0.06 -0.20
H 0.00 0.02 0.11

## Properties
Charge: 0
Structure (SMILES): CCc1ccc(OCC(=O)N(C)C)c(Br)c1
HOMO: -8.18 eV
Energy above the lowest of the compared OMol25 structures with the same formula, charge and spin: 11.2 kcal per mole

---

Q: The highest HOMO belongs to which entry?
A: C18H33Br2N2O5